Here is 9 unconnected molecules or ions with the total composition C53H66BF8NO33S2 in a non-equilibrium geometry from the OMol25 dataset. Energies are from wB97M-V/def2-TZVPD.

Cartesian coordinates (Å):
C 2.009 -2.315 3.006
C 1.652 -0.683 3.027
O 0.969 -0.221 1.807
C 1.979 0.100 0.785
C 1.412 0.579 -0.673
C 0.920 -0.746 -1.492
C -0.052 -1.807 -0.755
O -1.332 -1.904 -1.210
O 0.299 -2.769 0.317
O 2.428 1.132 -1.597
C 3.798 1.060 -1.208
C 4.549 -0.420 -1.418
O 4.294 -1.009 -2.751
C 4.302 -2.479 -2.670
C 0.316 1.832 -0.591
C -0.038 2.544 -2.011
C -1.092 1.688 -2.980
C -2.570 2.458 -3.121
S -3.899 1.089 -3.019
C -5.384 1.672 -2.040
S -5.759 3.353 -2.134
N -6.313 0.827 -1.201
C -5.834 0.644 0.220
C -4.581 -0.282 0.728
C -4.243 -0.364 2.363
C -5.128 0.460 3.505
C -6.378 1.398 2.998
C -6.691 1.477 1.390
C -6.709 -0.469 -1.870
C -6.895 -0.646 -3.523
C -7.322 -2.059 -4.238
C -7.647 -3.435 -3.365
C -7.482 -3.290 -1.723
C -7.050 -1.856 -0.999
C -1.117 1.485 0.114
O -1.152 1.907 1.556
C -2.436 2.547 1.879
O 0.962 2.750 0.411
C 1.597 3.901 -0.212
B 2.531 4.628 0.977
O 3.860 5.267 0.670
O 1.944 4.639 2.331
H 1.025 -2.958 3.080
H 2.543 -2.612 1.980
H 2.736 -2.603 3.876
H 0.995 -0.499 4.007
H 2.688 -0.151 3.234
H 2.556 -0.928 0.594
H 2.682 0.903 1.324
H 0.481 -0.539 -2.570
H 1.930 -1.349 -1.716
H -0.267 -3.597 0.140
H 4.393 1.742 -1.997
H 4.104 1.568 -0.172
H 5.713 -0.147 -1.419
H 4.401 -1.150 -0.521
H 4.073 -3.021 -3.702
H 3.510 -2.903 -1.903
H 5.359 -2.825 -2.270
H -0.653 3.542 -1.775
H 0.854 2.872 -2.683
H -1.359 0.624 -2.527
H -0.594 1.491 -4.044
H -2.755 3.243 -2.267
H -2.660 2.889 -4.206
H -3.956 -0.884 -0.058
H -3.371 -1.043 2.806
H -4.906 0.410 4.670
H -7.073 2.027 3.737
H -7.618 2.154 1.068
H -6.688 0.282 -4.214
H -7.421 -2.141 -5.403
H -7.986 -4.449 -3.880
H -7.701 -4.278 -1.092
H -6.968 -1.905 0.187
H -1.923 2.211 -0.388
H -1.528 0.409 -0.039
H -3.352 2.165 1.259
H -2.355 3.737 1.872
H -2.669 2.270 3.014
H 2.335 3.683 -1.091
H 0.807 4.742 -0.516
H 3.872 6.146 1.176
H 1.903 3.681 2.678
O -0.599 3.885 -6.599
C -0.671 2.778 -7.106
O -0.862 1.621 -6.401
C -1.019 0.592 -7.357
C -0.333 1.156 -8.555
F -0.914 0.717 -9.694
O -0.564 2.542 -8.444
H -2.086 0.413 -7.525
H -0.557 -0.337 -7.013
H 0.744 0.963 -8.587
O 9.072 5.697 -3.290
C 8.323 5.261 -2.432
O 6.976 5.098 -2.601
C 6.503 4.452 -1.435
C 7.541 4.806 -0.426
F 7.684 3.817 0.485
O 8.726 4.885 -1.186
H 6.439 3.374 -1.618
H 5.511 4.820 -1.159
H 7.366 5.760 0.083
O -4.021 -2.878 6.771
C -2.912 -2.824 6.267
O -2.487 -1.810 5.453
C -1.119 -2.054 5.194
C -1.001 -3.521 5.426
F 0.225 -3.838 5.899
O -1.947 -3.771 6.441
H -0.508 -1.465 5.886
H -0.858 -1.772 4.170
H -1.233 -4.134 4.548
O -7.486 -8.248 9.218
C -7.131 -7.110 8.959
O -5.904 -6.787 8.447
C -5.939 -5.401 8.170
C -7.012 -4.916 9.085
F -7.666 -3.863 8.545
O -7.904 -6.005 9.153
H -6.182 -5.248 7.113
H -4.973 -4.935 8.379
H -6.663 -4.662 10.091
O 5.540 7.207 1.844
C 6.100 6.535 2.694
O 7.179 6.959 3.420
C 7.438 5.951 4.377
C 6.827 4.745 3.749
F 6.354 3.899 4.691
O 5.731 5.267 3.032
H 6.965 6.221 5.326
H 8.513 5.834 4.541
H 7.493 4.208 3.066
O 0.779 -1.445 -8.674
C 1.888 -1.392 -9.177
O 2.313 -0.378 -9.991
C 3.681 -0.621 -10.251
C 3.799 -2.089 -10.019
F 5.025 -2.406 -9.546
O 2.853 -2.338 -9.004
H 4.292 -0.032 -9.559
H 3.942 -0.340 -11.275
H 3.567 -2.702 -10.897
O 6.740 1.275 -0.628
C 7.300 0.603 0.223
O 8.379 1.027 0.949
C 8.638 0.019 1.905
C 8.027 -1.186 1.278
F 7.554 -2.033 2.220
O 6.931 -0.665 0.560
H 8.165 0.289 2.855
H 9.713 -0.098 2.070
H 8.693 -1.724 0.594
O -5.442 -3.357 2.827
C -6.298 -4.219 2.720
O -6.871 -4.867 3.780
C -7.895 -5.681 3.245
C -7.454 -5.869 1.833
F -8.517 -5.993 1.008
O -6.795 -4.660 1.530
H -8.853 -5.158 3.323
H -7.967 -6.628 3.787
H -6.767 -6.709 1.685

Its HOMO energy is -0.282 hartree. The value obtained for the largest force on an atom is 0.16138 hartree/bohr. The HOMO-LUMO gap comes out at 7.1 eV. The value obtained for the LUMO energy is -0.5 eV. The value obtained for the total energy is -6216.12075 a.u. As for the spin multiplicity: 1. The energy above the lowest of the compared OMol25 structures with the same formula, charge and spin is 2176.5 kJ/mol.

***

Here is a molecular structure, C53H66Br2Cl2N5O2RbS from the OMol25 dataset. Energies are from wB97M-V/def2-TZVPD.

Cartesian coordinates (Å):
Rb -0.739 -0.096 0.086
C -2.182 -3.090 -5.432
C -1.739 -1.656 -5.753
C -1.749 -0.766 -4.547
C -2.737 0.071 -4.143
C -4.038 0.360 -4.830
C -3.986 1.645 -5.670
C -2.249 0.713 -2.912
N -1.030 0.237 -2.593
C -0.675 -0.639 -3.552
C 0.560 -1.299 -3.609
C 1.654 -1.153 -2.738
C 2.974 -1.754 -2.964
C 3.326 -2.749 -4.028
C 2.965 -4.185 -3.614
C 3.785 -1.255 -1.996
C 2.946 -0.363 -1.185
C 3.426 0.435 -0.132
C 2.718 1.381 0.620
N 1.422 1.692 0.429
C 1.118 2.684 1.289
C -0.115 3.352 1.347
C -1.212 3.202 0.491
N -1.273 2.341 -0.544
C -2.487 2.463 -1.107
C -2.941 1.711 -2.203
C -3.268 3.497 -0.404
C -2.469 3.963 0.591
C -2.759 5.061 1.569
C -1.989 6.359 1.256
C -4.644 3.952 -0.780
C -4.627 4.990 -1.914
C 2.281 3.003 2.130
C 3.287 2.196 1.702
C 4.704 2.136 2.187
C 5.665 2.970 1.324
C 2.324 4.057 3.195
C 2.586 5.461 2.629
N 1.672 -0.375 -1.638
C 5.257 -1.485 -1.826
C 6.097 -0.409 -2.532
H -2.257 -3.698 -6.341
H -3.156 -3.087 -4.936
H -1.471 -3.578 -4.756
H -2.396 -1.241 -6.524
H -0.733 -1.681 -6.182
H -4.831 0.453 -4.084
H -4.310 -0.480 -5.474
H -3.711 2.496 -5.042
H -4.952 1.858 -6.142
H -3.228 1.556 -6.455
H 0.714 -1.954 -4.464
H 4.396 -2.695 -4.248
H 2.803 -2.502 -4.956
H 3.493 -4.458 -2.694
H 3.228 -4.910 -4.392
H 1.891 -4.267 -3.414
H 4.485 0.328 0.102
H -0.227 4.089 2.138
H -3.937 1.951 -2.564
H -2.519 4.723 2.579
H -3.829 5.276 1.558
H -0.931 6.258 1.510
H -2.395 7.212 1.813
H -2.048 6.583 0.186
H -5.145 4.380 0.090
H -5.243 3.092 -1.092
H -4.124 5.903 -1.585
H -5.642 5.250 -2.237
H -4.079 4.600 -2.776
H 5.045 1.098 2.186
H 4.755 2.484 3.221
H 5.577 2.678 0.274
H 6.707 2.839 1.636
H 5.416 4.032 1.393
H 3.101 3.810 3.925
H 1.374 4.064 3.736
H 3.524 5.476 2.064
H 2.651 6.211 3.426
H 1.784 5.749 1.942
H 5.525 -2.470 -2.217
H 5.511 -1.493 -0.761
H 5.901 -0.424 -3.607
H 7.170 -0.556 -2.370
H 5.820 0.581 -2.162
C -1.875 -4.779 2.038
C -2.792 -3.817 2.752
C -3.957 -4.283 3.401
C -4.735 -3.411 4.106
C -4.380 -2.045 4.187
C -5.073 -1.075 4.950
Br -6.645 -1.551 5.941
C -4.626 0.217 5.023
C -3.503 0.613 4.304
Br -2.916 2.419 4.445
C -2.758 -0.236 3.431
O -1.799 0.160 2.731
C -3.223 -1.647 3.458
N -2.464 -2.543 2.772
H -1.467 -5.514 2.743
H -1.054 -4.225 1.589
H -2.408 -5.329 1.255
H -4.219 -5.335 3.343
H -5.624 -3.758 4.618
H -5.148 0.938 5.638
Cl -2.286 -2.615 -1.078
C -0.962 -3.661 -1.605
Cl -1.511 -5.331 -1.971
H -0.225 -3.706 -0.820
H -0.545 -3.241 -2.499
C 1.181 0.324 4.248
C 1.616 -1.147 4.288
C 0.920 -1.998 3.223
S 1.489 -1.619 1.548
O 0.674 -2.524 0.666
C 3.146 -2.422 1.684
C 3.271 -3.598 0.720
C 2.576 -4.871 1.216
H 1.738 0.918 4.979
H 0.114 0.419 4.459
H 1.347 0.762 3.260
H 1.390 -1.576 5.266
H 2.705 -1.211 4.165
H -0.153 -1.779 3.165
H 1.061 -3.075 3.361
H 3.304 -2.738 2.719
H 3.852 -1.625 1.436
H 4.336 -3.796 0.572
H 2.861 -3.304 -0.249
H 2.929 -5.142 2.219
H 2.778 -5.716 0.548
H 1.495 -4.719 1.259

Its HOMO energy is -0.044 hartree. The value obtained for the largest force on an atom is 0.01706 hartree/bohr. The HOMO-LUMO gap comes out at 4.8 eV. The value obtained for the LUMO energy is 3.6 eV. The net charge is -2. The value obtained for the total energy is -8974.25560 a.u. As for the spin multiplicity: 1. The energy above the lowest of the compared OMol25 structures with the same formula, charge and spin is 34.7 kJ/mol.

***

The lowest LUMO belongs to which entry?
C53H66BF8NO33S2

***

The lowest LUMO belongs to which entry?
C53H66BF8NO33S2

***

Number 2 is which compound?
C53H66Br2Cl2N5O2RbS

***

Among the records above, which one has the highest HOMO-LUMO gap?
C53H66BF8NO33S2